Molecular formula: C36H32F6N2P3Ti
Method: DFT, ωB97M-V/def2-TZVPD

Geometry as ORCA input:
```
! RIJCOSX wB97M-V def2-TZVPD def2/J DEFGRID3
* xyz 2 2
Ti 0.770 0.083 0.028
N 0.272 0.103 2.158
C -0.901 0.830 2.692
C -1.247 0.661 4.017
C -2.345 1.347 4.522
C -3.076 2.193 3.701
C -2.712 2.359 2.369
C -1.615 1.674 1.856
P -1.100 1.801 0.132
C -2.321 2.741 -0.772
C -3.487 2.068 -1.146
C -4.513 2.755 -1.773
C -4.371 4.112 -2.036
C -3.207 4.778 -1.677
C -2.175 4.096 -1.044
C 0.402 2.827 0.152
C 0.879 3.487 1.293
C 2.004 4.283 1.213
C 2.670 4.426 -0.004
C 2.198 3.798 -1.144
C 1.061 3.003 -1.068
H 1.117 0.535 2.541
H 0.276 -0.842 2.539
H -0.670 0.001 4.655
H -2.621 1.218 5.560
H -3.931 2.725 4.096
H -3.287 3.018 1.728
H -3.598 1.005 -0.949
H -5.416 2.234 -2.061
H -5.171 4.652 -2.526
H -3.101 5.833 -1.887
H -1.276 4.630 -0.763
H 0.354 3.391 2.236
H 2.367 4.797 2.093
H 3.556 5.045 -0.061
H 2.708 3.929 -2.089
H 0.653 2.569 -1.976
N 0.481 -0.339 -2.127
C -0.718 -0.950 -2.711
C -1.053 -0.717 -4.028
C -2.194 -1.323 -4.544
C -2.971 -2.152 -3.747
C -2.618 -2.374 -2.420
C -1.484 -1.767 -1.898
P -0.943 -1.913 -0.192
C -2.210 -2.693 0.795
C -3.268 -1.882 1.217
C -4.341 -2.441 1.893
C -4.351 -3.807 2.150
C -3.298 -4.611 1.734
C -2.221 -4.059 1.052
C 0.449 -3.086 -0.248
C 0.977 -3.561 -1.446
C 2.102 -4.379 -1.442
C 2.694 -4.736 -0.243
C 2.160 -4.286 0.961
C 1.051 -3.459 0.957
H 1.258 -1.010 -2.171
H 0.795 0.441 -2.701
H -0.441 -0.078 -4.654
H -2.468 -1.146 -5.575
H -3.853 -2.625 -4.157
H -3.227 -3.014 -1.790
H -3.254 -0.813 1.024
H -5.161 -1.815 2.220
H -5.186 -4.247 2.678
H -3.316 -5.674 1.935
H -1.412 -4.696 0.720
H 0.489 -3.334 -2.387
H 2.504 -4.748 -2.377
H 3.568 -5.375 -0.239
H 2.611 -4.583 1.899
H 0.639 -3.128 1.905
F 2.447 -0.990 0.606
P 3.730 0.174 0.285
F 4.655 1.353 -0.089
F 2.649 0.538 -1.007
F 2.680 1.165 1.101
F 4.423 -0.888 -0.605
F 4.440 -0.240 1.596
*
```

Output
Electronic energy   -108113.7753 eV
LUMO (spin up / spin down)   -6.4955 / -6.1451 eV
Orbital gap (spin up / spin down)   7.7 / 8.0 eV
Maximum force   1.18 eV Å⁻¹
HOMO energy (spin up / spin down)   -14.165 / -14.108 eV
⟨S²⟩   0.76

Molecular formula: C3H6O2S
Method: DFT, ωB97M-V/def2-TZVPD

Geometry as ORCA input:
```
! RIJCOSX wB97M-V def2-TZVPD def2/J DEFGRID3
* xyz 0 1
C 2.560 -0.095 1.384
C -1.133 -0.550 0.249
C -0.783 0.738 -0.594
O 2.851 0.164 2.431
O -0.323 -1.764 -0.122
S 0.980 1.220 -0.706
H -1.503 1.550 -0.111
H -2.121 -0.755 -0.165
H -1.170 -0.389 1.304
H -1.176 0.737 -1.603
H 0.631 -1.565 -0.130
H 1.188 0.708 -1.936
*
```

Output
Electronic energy   -18137.0232 eV
LUMO   0.6957 eV
Orbital gap   9.9 eV
Maximum force   3.71 eV Å⁻¹
HOMO energy   -9.220 eV

The following relative energy (zero: lowest compared OMol25 entry of this formula, charge and spin) values (in eV) correspond, in order, to the records above: 0.270 1.924.